Entry from the OMol25 dataset: a 2-piece molecular cluster, C4H13N2O2 overall at a distorted geometry (ωB97M-V/def2-TZVPD).

Geometry (Å):
O -1.828 -1.096 0.459
C -0.650 -1.506 0.350
N -0.304 -2.792 0.628
C 0.431 -0.605 -0.230
N -0.271 0.599 -0.922
C 0.414 1.319 -2.036
C 1.603 -0.063 0.600
H -0.725 -3.155 1.489
H 0.619 -3.208 0.529
H 0.685 -1.151 -1.106
H -1.331 0.381 -1.089
H -0.700 1.242 -0.184
H 0.591 0.587 -2.885
H -0.293 2.121 -2.413
H 1.301 1.840 -1.795
H 2.211 -0.910 1.077
H 2.278 0.570 0.130
H 1.245 0.442 1.462
H -1.396 2.510 1.995
H -2.332 1.294 2.225
O -1.548 1.582 1.716

Results
Lowest unoccupied orbital energy in eV: -2.881
Spin multiplicity: 1
Kohn-Sham gap in eV: 11.5
Net charge: +1



Entry from the OMol25 dataset: one molecule with the formula C4H13N2OP at a distorted geometry (ωB97M-V/def2-TZVPD).

Geometry (Å):
C -0.156 1.167 2.599
C -0.068 0.622 -3.155
C 1.674 -1.712 0.193
C -1.339 0.632 1.773
N -0.837 0.305 -1.954
N 0.327 -1.177 0.314
O -1.224 0.953 0.349
P 0.062 0.586 -0.464
H 0.692 0.506 2.403
H 0.125 2.208 2.350
H -0.623 1.211 3.666
H -0.828 0.602 -4.076
H 0.315 1.638 -3.109
H 0.712 -0.155 -3.379
H 2.560 -0.971 0.616
H 1.739 -2.581 0.875
H 2.079 -1.947 -0.727
H -2.394 1.123 2.061
H -1.342 -0.450 1.777
H -1.092 -0.745 -1.937
H -0.382 -1.814 -0.175

Results
Lowest unoccupied orbital energy in eV: 0.998
Structure (SMILES): CCOP(NC)NC
Spin multiplicity: 1
Kohn-Sham gap in eV: 9.6



Entry from the OMol25 dataset: one molecule with the formula C4H13N2S at a distorted geometry (ωB97M-V/def2-TZVPD).

Geometry (Å):
N 1.467 -1.347 0.666
C 0.192 -0.515 0.697
C 0.587 0.821 -0.020
C -0.691 1.715 -0.090
S -0.392 3.280 0.782
C -0.884 -1.358 -0.023
N -0.706 -1.365 -1.476
H 1.673 -1.876 -0.213
H 2.370 -0.897 1.000
H 1.362 -2.079 1.407
H -0.152 -0.204 1.681
H 1.486 1.174 0.468
H 0.733 0.552 -1.072
H -0.803 2.151 -1.081
H -1.623 1.328 0.306
H 0.578 3.806 0.033
H -1.780 -0.782 0.213
H -0.966 -2.328 0.462
H -0.904 -0.398 -1.770
H -1.549 -1.677 -1.971

Results
Lowest unoccupied orbital energy (alpha / beta) in eV: 0.514 / 0.463
Spin multiplicity: 2
Kohn-Sham gap (alpha / beta) in eV: 4.0 / 9.8



Entry from the OMol25 dataset: C4H13N2S2 as an isolated structure at a distorted geometry (ωB97M-V/def2-TZVPD).

Geometry (Å):
S 0.989 0.643 3.129
S -0.701 -0.212 -2.447
C 0.142 -1.457 -1.525
C -0.127 -1.144 -0.028
C -0.007 0.382 0.104
N -1.183 1.003 -0.465
C -0.919 2.283 -1.175
N 0.735 -1.853 0.833
H 2.432 1.562 5.784
H -0.144 -2.450 -1.880
H 1.200 -1.284 -1.739
H -1.173 -1.353 0.229
H 0.942 0.727 -0.315
H 0.038 0.596 1.184
H -1.627 0.390 -1.200
H -0.074 2.279 -1.863
H -1.817 2.510 -1.754
H -0.818 3.093 -0.452
H 0.411 -2.701 1.261
H 1.687 1.657 5.677
H 1.305 -1.320 1.482

Results
Lowest unoccupied orbital energy in eV: -7.798
Spin multiplicity: 1
Kohn-Sham gap in eV: 5.4
Net charge: +1



Entry from the OMol25 dataset: an isolated ion of composition C4H13N2S2 and charge +1 at a distorted geometry (ωB97M-V/def2-TZVPD).

Geometry (Å):
C -0.561 0.168 -1.898
C 0.594 0.259 1.882
C -0.755 -0.006 -0.396
C 0.826 0.022 0.461
N -1.336 -1.224 0.011
N 1.231 -1.349 0.133
S -1.743 1.397 0.322
S 2.014 1.283 -0.322
H -0.739 1.179 -2.161
H 0.378 -0.168 -2.226
H -1.429 -0.245 -2.353
H -0.306 -0.297 2.186
H 1.431 -0.058 2.504
H 0.532 1.309 2.095
H -2.028 -1.814 -0.649
H -1.850 -1.236 0.883
H -0.375 -1.733 -0.018
H 1.733 -1.388 -0.783
H 2.073 -1.663 0.712
H -2.430 1.420 -0.718
H 1.579 2.344 0.246

Results
Lowest unoccupied orbital energy in eV: -3.222
Structure (SMILES): C[C@](N)(S)[C@@](C)([NH3+])S
Spin multiplicity: 1
Kohn-Sham gap in eV: 10.0
Net charge: +1



Entry from the OMol25 dataset: an isolated ion of composition C4H13N3 and charge -1 at a distorted geometry (ωB97M-V/def2-TZVPD).

Geometry (Å):
N 0.031 0.742 -1.287
C 0.399 0.078 0.003
C -0.607 -0.944 0.452
C -2.115 -0.497 0.307
N -2.387 0.841 0.712
C 1.864 -0.427 0.003
N 2.915 0.567 -0.416
H -0.621 0.128 -1.768
H 0.814 0.716 -1.936
H 0.408 0.897 0.739
H -0.414 -1.126 1.522
H -0.594 -1.912 -0.062
H -2.345 -0.718 -0.734
H -2.651 -1.289 0.838
H -2.294 0.996 1.709
H -1.917 1.594 0.232
H 2.136 -0.748 1.006
H 1.820 -1.196 -0.768
H 2.407 1.225 -0.983
H 3.152 1.073 0.430

Results
Lowest unoccupied orbital energy (alpha / beta) in eV: 4.276 / 4.269
Spin multiplicity: 2
Kohn-Sham gap (alpha / beta) in eV: 2.9 / 9.5
Net charge: -1



Energy above the lowest of the compared OMol25 structures with the same formula, charge and spin per entry: 196.4, 216.2, 277.7, 901.8, 219.4, 43.9 kJ/mol